(1)
A molecular structure, C49H45F5N2O2P3S5Sc in a non-equilibrium geometry. Source: OMol25; level of theory: wB97M-V/def2-TZVPD.

- HOMO (eV) = -2.317
- total charge = -2
- spin multiplicity = 1

Last column: Löwdin charge in e.
Element x y z (Å)
1 Sc -1.5665 10.4003 23.9390  0.5316
2 S -0.7548 12.8882 24.5914  0.3201
3 P 0.9563 11.9085 25.3792  0.5455
4 C 0.6548 10.6215 24.3399  -0.7059
5 P 1.1208 10.2302 22.7517  0.4833
6 S -0.6081 9.8570 21.5992  0.2819
7 C 2.0155 11.5004 21.8662  -0.3527
8 C 1.4416 12.7682 21.9507  -0.0928
9 C 1.8691 13.7441 21.0550  -0.0662
10 C 2.9611 13.5234 20.2485  -0.0912
11 C 3.6137 12.2817 20.2878  -0.0987
12 C 3.1629 11.3007 21.1256  -0.1038
13 C 2.2073 8.7057 22.4621  -0.3236
14 C 2.6763 8.0950 23.6296  -0.0874
15 C 3.5786 6.9941 23.4835  -0.0889
16 C 3.7955 6.3949 22.2113  -0.0978
17 C 3.2838 7.0277 21.0566  -0.0882
18 C 2.4746 8.1691 21.1877  -0.1088
19 C 2.3106 13.0209 25.2034  -0.3331
20 C 2.1465 14.4079 25.0334  -0.1002
21 C 3.2596 15.2073 24.9754  -0.1056
22 C 4.5402 14.6987 24.9737  -0.0960
23 C 4.7413 13.3258 25.1897  -0.0870
24 C 3.6385 12.4645 25.2150  -0.0570
25 C 0.6859 11.5730 27.1239  -0.3282
26 C 0.4800 12.4958 28.1379  -0.0777
27 C 0.0709 12.0666 29.3967  -0.0816
28 C -0.0404 10.6860 29.6151  -0.1001
29 C 0.1955 9.7530 28.6233  -0.0745
30 C 0.6294 10.2042 27.3727  -0.1039
31 H 0.6598 12.9716 22.6939  0.0195
32 H 1.3541 14.7056 21.0074  0.1127
33 H 3.3644 14.3062 19.6576  0.0820
34 H 4.4297 12.0364 19.6484  0.0845
35 H 3.6719 10.2965 21.1302  0.1097
36 H 2.4068 8.4661 24.6477  0.0919
37 H 3.9744 6.5369 24.4036  0.0896
38 H 4.4260 5.5021 22.1700  0.0880
39 H 3.4747 6.5853 20.1118  0.0796
40 H 2.0495 8.6132 20.2948  0.1027
41 H 1.1486 14.8210 24.9131  0.0775
42 H 3.0864 16.3030 24.8969  0.1146
43 H 5.3842 15.3574 25.0166  0.0881
44 H 5.7508 12.9663 25.2487  0.0879
45 H 3.8283 11.3856 25.1790  0.1075
46 H 0.5547 13.5395 27.9214  0.0991
47 H -0.1939 12.7084 30.2280  0.0951
48 H -0.3229 10.3628 30.6166  0.0948
49 H 0.0337 8.6514 28.6270  0.1134
50 H 1.0021 9.5081 26.6345  0.0769
51 C -4.2286 12.1714 23.6655  -0.1959
52 N -3.5984 11.2341 24.5849  -0.0932
53 C -4.0507 10.6995 25.6826  -0.0809
54 C -3.4497 9.5028 26.1197  -0.3119
55 C -3.7106 8.6512 27.2456  -0.0483
56 C -2.6987 7.6803 27.2595  -0.1214
57 C -1.8052 8.0479 26.2496  -0.1962
58 N -2.2594 9.1087 25.5456  -0.0539
59 C -5.6438 12.6399 24.0987  -0.1754
60 C -6.7818 12.1254 23.4610  -0.0297
61 C -8.0688 12.3983 23.9277  -0.0832
62 C -8.2062 13.2583 25.0235  -0.1292
63 C -7.1216 13.9325 25.5224  -0.1239
64 C -5.8332 13.6238 25.1187  -0.0346
65 H -4.1862 11.7165 22.6439  0.1035
66 H -3.5565 13.0327 23.6778  0.0196
67 H -4.8591 11.1629 26.2315  0.1274
68 H -4.6102 8.7180 27.8114  0.0764
69 H -2.5539 6.9138 27.9979  0.0743
70 H -0.8448 7.5329 26.0402  0.1179
71 H -6.6086 11.4909 22.5619  0.1273
72 H -8.9892 12.0707 23.4630  0.0918
73 H -9.1582 13.4078 25.4519  0.0742
74 H -7.3101 14.7050 26.2809  0.0991
75 H -4.9874 14.1743 25.5411  0.1191
76 C -6.2029 15.8739 20.1076  -0.1430
77 C -5.2661 16.2119 19.0241  -0.4802
78 C -5.7889 15.6856 17.6618  -0.0716
79 O -3.9127 15.7017 19.1377  -0.4094
80 P -3.4201 14.3728 20.0638  -0.1407
81 S -3.1844 15.1627 21.9156  0.1464
82 S -4.5795 12.8688 19.5678  0.1973
83 O -1.8868 14.3191 19.5118  -0.3899
84 C -1.3196 14.5780 18.1149  -0.3966
85 C -1.0565 16.0648 18.0390  -0.0651
86 C -2.1977 13.9696 17.0580  -0.0814
87 H -7.2194 16.3206 20.0694  0.0771
88 H -5.8166 16.0991 21.1276  0.0509
89 H -6.4494 14.7549 20.1019  0.0563
90 H -5.0445 17.2797 19.0465  0.1310
91 H -5.8548 14.5981 17.6786  0.0433
92 H -5.3334 16.0593 16.7501  0.0640
93 H -6.8214 15.9766 17.5969  0.0517
94 H -0.3901 14.0400 18.1843  0.1209
95 H -2.0316 16.6405 18.0986  0.0934
96 H -0.5670 16.3375 17.1194  0.0576
97 H -0.3577 16.3639 18.8375  0.0796
98 H -3.1020 14.5444 16.8425  0.0631
99 H -2.5189 12.9562 17.3696  0.0690
100 H -1.6658 13.9135 16.0998  0.0733
101 F -3.5836 2.9410 24.2465  0.0777
102 C -3.6179 4.1785 23.7182  -0.1598
103 C -2.4181 4.9054 23.5744  -0.1277
104 F -1.2345 4.3495 23.9716  0.0569
105 C -2.3899 6.2425 23.1347  -0.2233
106 F -1.2057 6.9151 23.1122  0.0213
107 C -3.5795 6.9265 22.7555  -0.6037
108 S -3.5995 8.5914 22.3905  0.5754
109 C -4.6938 6.0593 22.7021  -0.2519
110 F -5.7991 6.5186 22.0791  0.0494
111 C -4.7523 4.7928 23.2047  -0.1559
112 F -5.8756 4.0180 23.1438  0.0649

Force components x, y, z for each atom (eV/Å):
Sc -0.03 -0.08 -0.33
S -0.23 0.81 1.63
P -3.77 0.91 -2.48
C 1.65 -2.45 -0.71
P -0.71 -1.01 -0.10
S 1.19 0.38 1.21
C 0.08 0.63 1.01
C -0.13 0.13 -0.57
C -0.32 0.62 0.65
C 0.50 -1.21 0.17
C -0.27 0.96 -0.02
C 0.26 -1.95 -0.28
C -0.81 0.39 0.83
C 1.45 -0.85 -0.49
C -1.23 -0.16 -0.31
C 0.13 1.39 1.00
C -0.48 0.19 1.81
C 0.52 -0.61 0.49
C 2.55 0.05 -0.34
C -0.37 -1.38 0.30
C -0.05 1.79 -0.57
C -0.05 -0.88 1.37
C -0.94 0.42 -0.82
C -0.43 0.96 0.04
C 0.84 -1.15 -0.28
C -0.70 0.10 0.34
C 0.40 -1.05 -0.44
C -0.45 -0.14 0.70
C 0.34 -0.72 -1.19
C -0.01 0.35 1.05
H 0.07 -0.12 -0.71
H 0.13 -0.22 0.19
H 0.10 0.57 -0.72
H 0.68 0.24 -0.37
H -0.61 1.26 -0.01
H 0.20 -0.13 -1.10
H -0.10 0.10 -0.59
H -0.25 0.30 -0.21
H 0.05 -0.20 -0.82
H -0.05 0.12 0.14
H 0.07 -0.11 0.22
H 0.31 -0.84 -0.07
H 0.32 0.30 -0.28
H 0.25 -0.35 -0.05
H -0.40 0.33 0.35
H -0.01 0.57 -0.14
H 0.24 0.31 -0.26
H -0.14 -0.07 -0.23
H 0.13 0.99 0.92
H -0.57 -0.03 -0.26
C -0.52 0.89 0.96
N 0.12 -1.42 0.26
C -0.08 1.19 -2.01
C 1.17 -1.54 2.36
C 0.08 0.84 -1.86
C 0.11 0.95 0.08
C 0.38 -0.65 -0.14
N 0.41 -0.20 0.23
C 0.27 0.49 0.14
C 0.29 -0.64 -0.63
C 0.42 0.76 0.60
C 0.31 -0.67 -1.18
C 0.37 0.45 1.01
C 0.43 -0.71 -1.06
H -0.38 0.41 0.74
H -0.19 0.22 -0.49
H -0.56 -0.20 -0.01
H -0.36 -0.07 0.56
H -0.03 -0.28 -0.02
H -0.79 0.58 -0.18
H -0.26 0.43 0.83
H 0.25 -0.47 -0.19
H -1.06 0.36 0.27
H 0.30 -0.37 -0.22
H -0.15 -0.36 -0.20
C -1.76 -2.06 2.29
C 1.53 -0.37 -1.78
C -0.79 0.41 0.72
O 0.08 -0.86 0.63
P 0.42 2.47 -0.10
S -0.26 -0.92 -0.63
S 0.37 -0.38 0.33
O 0.22 -0.04 -1.30
C -1.41 -0.06 2.12
C -0.88 0.72 0.36
C -0.40 -0.44 -0.54
H 0.70 0.33 -0.53
H -0.01 -0.16 -0.79
H 0.62 1.42 0.06
H -0.51 0.25 -0.41
H 0.58 -0.03 0.04
H 0.60 0.00 0.14
H -0.82 0.42 -0.14
H 0.41 -0.28 -0.05
H 1.22 -0.70 0.15
H 0.21 -0.04 -0.70
H -0.54 -0.07 -0.06
H 0.05 0.07 0.38
H 0.26 0.53 -0.22
H 0.17 -0.13 0.15
F -0.31 0.05 -0.17
C 1.67 1.24 -0.52
C 0.34 0.51 0.40
F -0.68 0.05 -0.09
C -0.58 -0.20 0.18
F -0.78 -0.78 0.18
C 1.18 -1.16 0.55
S -0.36 0.60 -0.15
C -0.42 1.24 -0.60
F -0.22 -0.06 0.30
C 0.01 -1.73 0.40
F 0.18 0.68 -0.06



(2)
A molecular structure, C49H45FN8O5Pr in a non-equilibrium geometry. Source: OMol25; level of theory: wB97M-V/def2-TZVPD.

- <S²> = 2.0017
- HOMO (spin up / spin down) (eV) = -4.133 / -4.135
- total charge = -1
- spin multiplicity = 3

Last column: Löwdin charge in e.
Element x y z (Å)
1 Pr 0.4063 -0.1009 -0.1981  1.3046
2 O 5.7151 -1.0774 -2.6675  -0.0087
3 C 4.9041 -0.7724 -3.7321  -0.2606
4 C 5.4837 -0.3759 -4.9267  -0.0347
5 C 4.7270 -0.4328 -6.1007  -0.1121
6 C 3.3741 -0.6853 -6.0301  -0.1293
7 C 2.7429 -0.8244 -4.7914  -0.0329
8 C 3.4765 -0.8434 -3.6140  -0.0710
9 C 2.8434 -1.0234 -2.2946  -0.3944
10 O 1.5608 -0.9143 -2.1538  -0.1943
11 N 3.6599 -1.3975 -1.3013  0.0226
12 N 3.0544 -1.4153 -0.0979  0.0101
13 C 3.7011 -1.9932 0.8828  -0.0832
14 C 3.1463 -2.2085 2.1459  -0.1301
15 C 4.0679 -2.6355 3.1940  -0.0642
16 C 3.6806 -2.7546 4.4994  -0.1406
17 C 2.3351 -2.4421 4.8377  -0.0837
18 C 1.4491 -1.9873 3.8512  -0.0299
19 C 1.7385 -1.9524 2.4724  -0.3366
20 O 0.8583 -1.6494 1.5692  -0.2444
21 H 5.0509 -1.2901 -1.8850  0.0547
22 H 6.5551 -0.2223 -4.9411  0.1068
23 H 5.1650 -0.2151 -7.0877  0.1012
24 H 2.7919 -0.7939 -6.9641  0.0973
25 H 1.6481 -0.9159 -4.7923  0.1102
26 H 4.7014 -2.3738 0.6599  0.1231
27 H 5.0847 -2.9244 2.8549  0.1062
28 H 4.4241 -3.0280 5.2339  0.0813
29 H 2.0091 -2.4386 5.8968  0.1000
30 H 0.4709 -1.5767 4.1368  0.0989
31 O 0.0136 2.2708 -0.1122  -0.2753
32 N 0.9425 3.1602 -0.2630  0.0589
33 N 2.1603 2.6241 -0.4581  -0.1884
34 O 2.3386 1.3278 -0.5763  -0.1907
35 C 3.1367 3.5253 -0.8167  -0.1984
36 C 4.3399 2.9912 -1.3167  0.0140
37 C 5.1717 3.8146 -2.0582  -0.0823
38 C 4.8579 5.1562 -2.2345  -0.0953
39 C 3.7169 5.7043 -1.6046  -0.0898
40 C 2.8583 4.8916 -0.8767  -0.0334
41 H 4.4740 1.9010 -1.2737  0.1227
42 H 6.0583 3.4284 -2.4944  0.0929
43 H 5.5232 5.7826 -2.7924  0.0860
44 H 3.4414 6.7305 -1.7997  0.0924
45 H 1.8671 5.2837 -0.4525  0.1327
46 C -3.2561 -5.3945 -0.8400  -0.0806
47 C -2.1065 -4.9856 -0.1816  -0.0733
48 C -1.6162 -3.6898 -0.3199  -0.0070
49 C -2.1802 -2.8122 -1.2360  -0.2486
50 C -3.3734 -3.2165 -1.9313  -0.0196
51 C -3.9125 -4.4705 -1.6812  -0.0881
52 N -1.5024 -1.6359 -1.5696  0.1040
53 N -1.8833 -1.2885 -2.7935  0.1074
54 C -1.3075 -0.2143 -3.3832  -0.3266
55 C -1.5198 -0.0537 -4.7895  0.0035
56 C -1.0570 1.0933 -5.3879  -0.0617
57 C -0.3710 2.0734 -4.6152  -0.0311
58 C -0.1313 1.8246 -3.2654  -0.0595
59 N -0.6317 0.6996 -2.6449  0.0850
60 H -3.6552 -6.3769 -0.6390  0.0965
61 H -1.6105 -5.6900 0.4706  0.1065
62 H -0.7013 -3.3313 0.1873  0.1139
63 H -3.7719 -2.5191 -2.6954  0.1097
64 H -4.8528 -4.7715 -2.2359  0.1166
65 H -2.0065 -0.8816 -5.3024  0.1131
66 H -1.1916 1.2597 -6.4575  0.1068
67 H 0.0419 2.9527 -5.1025  0.1049
68 H 0.4384 2.5179 -2.6336  0.1102
69 C -4.2165 2.4109 -1.0386  -0.0690
70 C -4.0188 2.2509 0.4781  -0.3556
71 C -2.9552 3.2482 0.9539  -0.0751
72 C -3.9684 0.8041 0.9310  -0.1270
73 C -5.0699 0.0005 0.5904  -0.0631
74 C -5.2130 -1.3190 1.0253  -0.1129
75 C -4.3279 -1.8191 1.9616  -0.0775
76 C -3.2280 -1.0827 2.3957  -0.1151
77 C -2.3979 -1.6145 3.5761  -0.3599
78 C -1.8197 -3.0041 3.3205  -0.0738
79 C -3.2181 -1.5858 4.9002  -0.0587
80 C -2.9418 0.1832 1.7264  -0.1968
81 N -1.6117 0.5714 1.6948  0.0193
82 C -1.1903 1.2916 2.8012  -0.2626
83 C -1.9940 1.8129 3.8444  -0.0593
84 C -1.4671 2.6055 4.8821  -0.1063
85 C -0.0919 2.8714 4.9409  -0.1139
86 C 0.7529 2.2725 3.9668  -0.0298
87 C 0.2040 1.5101 2.9855  -0.1605
88 F 1.1491 1.0991 2.0044  -0.0474
89 H -4.0261 3.4523 -1.3242  0.0705
90 H -5.2172 2.1677 -1.3727  0.0568
91 H -3.5263 1.7548 -1.5775  0.0734
92 H -4.9410 2.5737 1.0041  0.1372
93 H -1.9045 3.0247 0.6319  0.0669
94 H -2.8882 3.3586 2.0343  0.0585
95 H -3.1653 4.2785 0.6115  0.0754
96 H -5.8096 0.4200 -0.0847  0.0963
97 H -6.0434 -1.9772 0.7571  0.0923
98 H -4.5580 -2.7589 2.4975  0.1121
99 H -1.5208 -0.9459 3.6703  0.1042
100 H -2.6189 -3.7428 3.3181  0.0653
101 H -1.1111 -3.2459 4.1371  0.0771
102 H -1.2942 -3.0456 2.3504  0.0615
103 H -4.0091 -2.3462 4.9196  0.0693
104 H -3.6598 -0.6089 5.1040  0.0650
105 H -2.5619 -1.7673 5.7702  0.0762
106 H -3.0630 1.6110 3.8532  0.1073
107 H -2.2276 3.0104 5.5531  0.0927
108 H 0.3803 3.4436 5.7307  0.0790
109 H 1.8218 2.4194 3.9962  0.1135

Force components x, y, z for each atom (eV/Å):
Pr 0.84 -0.79 1.29
O -0.97 0.63 -0.96
C 0.14 -0.22 1.71
C 0.06 -0.70 -0.70
C 0.47 0.65 -0.07
C -0.88 -0.22 -0.50
C -0.43 0.16 -0.51
C 0.78 -0.23 -0.32
C -0.64 -0.93 1.32
O 0.79 0.16 -0.37
N -0.07 0.80 -1.35
N -0.55 -0.65 1.74
C -0.36 0.60 -3.17
C -0.47 -0.39 3.13
C -0.83 0.19 -2.07
C -0.78 0.02 0.29
C 0.21 0.75 -0.39
C -0.42 -0.19 1.08
C 2.01 0.04 -0.61
O -0.28 0.13 -0.02
H 0.34 0.12 -0.40
H -0.01 0.02 -0.04
H -0.01 -0.20 0.62
H 0.29 0.23 0.67
H 0.52 -0.05 0.37
H 0.06 0.01 0.11
H -0.63 0.43 0.40
H -0.17 -0.17 0.23
H 0.24 -0.03 -0.79
H 0.36 -0.45 -0.03
O 1.65 1.23 -0.59
N 0.94 -2.30 0.09
N -4.16 -0.42 0.95
O -0.25 0.93 0.17
C 1.99 0.52 -0.94
C -0.92 -0.32 -0.27
C -0.48 0.64 0.61
C -0.70 0.05 0.96
C 0.46 -0.65 -0.49
C -1.32 0.77 0.23
H 0.05 0.63 0.08
H 0.62 -0.40 -0.34
H 0.14 0.29 -0.33
H 0.11 0.15 0.22
H 1.85 -0.62 -0.74
C -0.01 1.14 -0.02
C -0.25 -0.04 0.23
C 1.03 0.69 -0.06
C -1.69 -1.48 -0.36
C 0.66 0.34 0.22
C -0.83 -0.34 -0.89
N -1.28 1.42 -4.22
N 0.85 -2.44 3.83
C 1.31 3.17 -0.68
C 0.16 -0.49 1.43
C 0.59 0.87 0.29
C -0.09 -1.05 -0.23
C -0.93 -1.40 0.30
N 0.11 0.81 -1.19
H -0.08 -0.09 -0.21
H 0.12 0.10 0.11
H -0.49 -0.49 -0.10
H 0.02 -0.73 0.84
H 1.22 0.36 0.81
H 0.01 0.39 -0.05
H 0.01 -0.07 0.30
H -0.16 -0.09 0.19
H -0.34 -0.38 -0.29
C 0.27 0.05 0.06
C -0.35 0.72 0.38
C 1.42 0.27 -0.03
C 0.82 -1.49 0.74
C 0.01 -0.41 -0.12
C -0.31 0.22 -0.04
C 0.29 -0.04 1.29
C -0.49 0.69 -0.51
C 0.29 0.70 -0.34
C 0.24 -0.01 0.12
C 0.61 0.06 0.05
C -1.02 -1.53 -0.54
N 1.07 1.60 1.33
C 0.63 -1.16 -1.20
C 0.41 0.24 0.43
C 0.13 -0.36 -0.89
C -0.01 -0.63 -0.24
C -0.88 0.54 1.01
C 0.46 0.55 -0.77
F -1.14 -0.10 0.77
H 0.02 -0.21 -0.04
H -0.27 -0.17 0.00
H 0.08 0.15 -0.01
H 0.13 0.18 -0.51
H -1.09 -0.01 0.06
H -0.20 -0.36 0.15
H -0.26 -0.48 -0.19
H -0.10 -0.03 0.08
H 0.07 0.54 -0.25
H 0.18 0.37 -0.59
H -0.56 -0.18 0.10
H -0.06 -0.24 -0.02
H -0.31 -0.08 -0.49
H -0.12 0.07 0.57
H 0.10 0.13 -0.15
H -0.10 0.02 -0.30
H -0.08 -0.17 -0.38
H 0.15 0.04 -0.24
H 0.61 0.03 0.19
H -0.26 0.08 -0.01
H 0.08 0.00 -0.06



For reference, molar mass by record: 1087.11, 985.86 Da.
For reference, ΔE to the lowest compared entry with this formula, charge and spin by record: 88.3, 0.0 kcal per mole.
For reference, calculated total energy by record: -174954.4934, -90488.4678 eV.